{"formula": "C23H40CeCl2N2O3P3Te", "method": "ωB97M-V/def2-TZVPD", "lumo_energy_ha": [-0.231, -0.227], "s_squared": 0.751, "gap_ev": [7.30, 7.41], "multiplicity": 2, "charge": 2, "homo_energy_ev": [-13.575, -13.587], "e_tot_ha": -3922.8329, "elements": ["Ce", "C", "P", "C", "N", "C", "C", "C", "C", "C", "C", "N", "C", "P", "C", "C", "C", "C", "C", "C", "C", "C", "C", "H", "H", "H", "H", "H", "H", "H", "H", "H", "H", "H", "H", "H", "H", "H", "H", "H", "H", "H", "H", "H", "H", "H", "H", "H", "H", "H", "H", "Cl", "C", "Cl", "H", "H", "C", "C", "O", "P", "O", "Te", "O", "C", "C", "H", "H", "H", "H", "H", "H", "H", "H", "H", "H"], "positions_angstrom": [[-1.52344, -0.10735, 0.71959], [1.29321, 2.79684, -0.22646], [1.12240, 1.24107, 0.82080], [2.60556, 0.24117, 0.26466], [3.73882, 0.88349, 0.14538], [4.84925, 0.13741, -0.09637], [6.07325, 0.79745, -0.26611], [7.20803, 0.07896, -0.59484], [7.13765, -1.34962, -0.69726], [5.99405, -2.00103, -0.42735], [4.79316, -1.28213, -0.17970], [3.57862, -1.90360, -0.22034], [2.53082, -1.12797, -0.00023], [0.87603, -1.99876, 0.05229], [1.20538, -3.54703, 1.04158], [0.38741, -2.53223, -1.63866], [1.08215, -3.94494, -1.98219], [0.68240, -1.49725, -2.68359], [-1.18591, -2.76931, -1.63638], [1.53034, 1.71777, 2.55753], [2.07824, 0.47894, 3.31255], [2.64702, 2.79995, 2.60159], [0.31194, 2.24185, 3.23547], [2.29580, 3.11008, -0.22315], [0.68080, 3.56539, 0.24791], [1.00280, 2.54524, -1.28371], [6.03127, 1.90263, -0.19805], [8.20424, 0.53700, -0.80567], [8.06618, -1.88348, -0.93369], [5.92074, -3.06784, -0.38407], [1.83434, -4.31673, 0.56979], [0.26198, -3.97896, 1.28773], [1.75026, -3.33552, 1.96446], [2.12940, -3.82702, -2.00472], [0.87855, -4.31795, -2.96623], [0.77822, -4.68249, -1.27111], [1.73641, -1.41095, -2.97402], [0.26667, -0.49050, -2.32719], [0.15453, -1.73634, -3.57146], [-1.53671, -3.31689, -0.76373], [-1.58103, -3.12610, -2.51741], [-1.64200, -1.77135, -1.58006], [3.11202, 0.25552, 2.91996], [1.41218, -0.36257, 3.17656], [2.20706, 0.72046, 4.34499], [3.53114, 2.48451, 2.04710], [2.88911, 3.02042, 3.66689], [2.29060, 3.74359, 2.14006], [-0.57816, 1.52864, 3.29318], [-0.11687, 3.15314, 2.83764], [0.41849, 2.45153, 4.31666], [-1.15144, -2.22578, 3.05954], [-2.79340, -2.94587, 3.04605], [-3.67343, -2.60580, 1.55438], [-3.44021, -2.54158, 3.95953], [-2.75196, -4.03077, 3.12688], [-5.62669, 5.27034, -0.48531], [-5.18352, 4.05136, -1.30930], [-4.37905, 3.10880, -0.42042], [-3.86774, 1.68790, -0.82450], [-3.49919, 1.02131, 0.51950], [-2.00956, 1.45876, -2.24627], [-5.16553, 0.96175, -1.27820], [-5.15656, -0.39658, -1.71861], [-6.13590, -0.55170, -2.83419], [-6.41371, 5.70974, -1.07780], [-4.89904, 6.06804, -0.34041], [-5.99356, 4.87999, 0.44729], [-4.59252, 4.24572, -2.19527], [-6.05823, 3.50322, -1.71455], [-5.50756, -0.95771, -0.83858], [-4.10680, -0.61074, -2.03207], [-7.17342, -0.41647, -2.60524], [-6.03078, -1.55670, -3.31267], [-5.80457, 0.12564, -3.59038]], "forces_ev_per_angstrom": [[-1.020, 0.417, -0.701], [-1.376, -1.537, -0.129], [0.740, 0.696, -1.028], [-0.394, 0.797, 0.027], [0.308, -0.187, 0.142], [-0.416, -0.098, 0.175], [1.253, 0.861, -0.474], [0.058, 0.242, -0.183], [1.208, 0.795, 0.256], [-1.097, -0.374, 0.253], [-0.407, 0.180, -0.706], [0.376, 0.711, 0.516], [-0.831, -1.852, -0.064], [0.457, -0.090, 0.681], [1.027, 0.300, -0.402], [-0.456, -3.114, -0.874], [-1.079, 1.842, 0.124], [0.223, 1.822, 0.834], [1.817, 2.040, 2.633], [1.759, 0.109, 0.456], [1.040, 0.473, -1.638], [-0.652, 0.550, 0.123], [-2.471, -0.338, 1.316], [1.431, 0.325, 0.093], [-0.202, -0.006, -0.422], [-0.016, 0.432, 1.156], [0.324, -0.843, -0.019], [-1.172, -0.128, 0.314], [-0.527, 0.111, 0.109], [0.077, -0.474, -0.274], [-0.287, 0.534, -0.313], [-0.692, -0.405, 0.205], [-0.283, 0.440, 0.050], [1.423, 0.136, 0.497], [-0.774, 0.081, -0.660], [-0.068, -0.503, 0.372], [-0.138, 0.093, 0.413], [0.776, -1.036, -0.589], [-0.617, -0.241, -0.943], [0.021, -0.446, -0.078], [-0.508, -1.304, -2.016], [-0.203, 0.328, 0.094], [-1.135, -0.119, 0.332], [-0.064, -0.543, 0.173], [-0.164, 0.074, 0.784], [0.015, -0.034, 0.232], [-0.026, -0.201, -0.746], [0.202, -0.436, 0.333], [0.869, 0.231, -0.405], [0.150, 0.307, -0.445], [0.575, -0.069, -0.449], [-0.527, -0.014, 0.039], [-1.868, 0.397, 2.253], [0.254, 0.456, -0.258], [1.671, -0.662, -2.051], [0.480, 0.178, 0.044], [0.591, -0.867, -1.023], [-0.029, -0.592, 0.201], [-0.361, 0.768, -0.950], [-0.801, 0.703, 1.276], [1.506, -0.660, 0.555], [0.403, -0.267, 0.310], [-0.562, 0.658, -0.753], [-0.176, -0.565, 0.745], [0.942, -1.399, -1.176], [-0.565, 0.188, 0.085], [0.320, -0.430, 0.080], [-0.332, 0.216, 0.436], [0.499, 0.405, 0.079], [0.375, 0.049, 0.772], [0.615, -0.229, -0.226], [-0.809, -0.421, 0.168], [-0.392, 0.298, 0.440], [-0.073, 0.582, 0.570], [-0.215, 0.660, -0.751]], "mulliken_charge": [1.087, -1.464, 1.096, -0.191, -0.244, 0.399, -0.461, -0.581, -0.484, -0.692, 0.211, -0.541, 0.417, 1.045, -1.735, 1.556, -1.838, -1.567, -1.307, 1.547, -1.622, -1.657, -1.561, 0.528, 0.385, 0.307, 0.418, 0.376, 0.393, 0.473, 0.391, 0.511, 0.430, 0.404, 0.473, 0.458, 0.336, -0.063, 0.585, 0.280, 0.630, -0.002, 0.309, 0.180, 0.622, 0.310, 0.467, 0.349, 0.145, 0.386, 0.449, 0.013, -0.551, -0.039, 0.388, 0.429, -1.147, -0.241, -0.392, 1.012, -0.865, -0.019, -0.306, 0.251, -1.420, 0.379, 0.311, 0.322, 0.395, 0.267, 0.108, 0.089, 0.364, 0.354, 0.351]}